(P)
C3H2INS | ωB97M-V/def2-TZVPD

Calculated values
net charge	0
spin multiplicity	1
lowest unoccupied orbital energy	-0.73	eV

XYZ file:
```
8
Properties=species:S:1:pos:R:3:mulliken_charge:R:1
C 0.60804 -0.62531 1.71619 -0.83
C -0.41005 -0.44794 0.88382 0.54
C 0.11742 0.98315 -1.65926 -0.25
N -1.33045 -0.42332 0.13829 -0.33
S -1.29454 0.16813 -1.49286 0.19
I 0.46384 1.71691 -3.55285 0.10
H 0.78128 0.11871 2.35767 0.28
H 1.06446 -1.49034 1.60899 0.30
```

---

(Q)
C3H2INS | ωB97M-V/def2-TZVPD

Calculated values
net charge	0
spin multiplicity	1
lowest unoccupied orbital energy (alpha / beta)	-2.42 / -2.46	eV

XYZ file:
```
8
Properties=species:S:1:pos:R:3:mulliken_charge:R:1
C -0.94051 0.25713 0.03537 -0.26
C 0.35972 0.83507 0.26453 -0.10
C -1.84475 1.17993 0.46861 -0.11
N 0.35653 2.05860 0.80792 -0.46
S -1.13703 2.60049 1.04475 0.12
I -4.58038 0.53100 0.65921 0.05
H -1.10084 -0.56972 -0.55703 0.40
H 1.08543 0.22944 -0.17131 0.36
```

---

Least stable of them? (P).

---

(P)
C10H10N2 | ωB97M-V/def2-TZVPD

Calculated values
net charge	0
spin multiplicity	1
lowest unoccupied orbital energy (alpha / beta)	0.20 / 0.05	eV

XYZ file:
```
22
Properties=species:S:1:pos:R:3:mulliken_charge:R:1
C -2.42475 1.97028 0.07297 -0.30
C -3.22834 0.85751 -0.16392 -0.74
C -1.05368 1.86791 0.40423 -0.55
C -2.65079 -0.40594 -0.37887 -0.34
C -0.48390 0.62949 0.29193 0.77
C -1.24294 -0.52532 -0.14527 0.31
C 0.84026 0.05742 0.53235 -0.75
C 0.97231 -1.22257 0.29228 0.70
C -0.35982 -1.76629 -0.30164 -0.90
C 2.18966 -2.04646 0.13268 -1.26
N 3.56071 2.39453 0.18170 -0.29
N 3.53976 1.25260 0.47025 0.04
H -2.86221 2.92910 0.15559 0.39
H -4.18432 1.03111 -0.51575 0.40
H -0.54619 2.84374 0.57160 0.34
H -3.26086 -1.31099 -0.58514 0.34
H -0.66899 -2.63888 0.22900 0.34
H -0.16412 -2.07809 -1.28812 0.35
H 3.03243 -1.43689 0.12727 0.37
H 2.11038 -2.69707 -0.77520 0.30
H 2.45288 -2.68054 0.98741 0.26
H 4.43253 2.97538 -0.29537 0.24
```

---

(Q)
C10H10N2 | ωB97M-V/def2-TZVPD

Calculated values
net charge	0
SMILES string	Cn1ccnc1-c1ccccc1
spin multiplicity	1
lowest unoccupied orbital energy	0.79	eV

XYZ file:
```
22
Properties=species:S:1:pos:R:3:mulliken_charge:R:1
C 1.47899 1.81952 0.53499 -1.36
N 1.85908 0.41894 0.06719 0.24
C 3.09698 -0.14286 -0.05735 0.06
C 2.90721 -1.49184 -0.37889 -0.91
N 1.51310 -1.72209 -0.43008 -0.68
C 0.88529 -0.62469 -0.15538 -0.01
C -0.47628 -0.40618 -0.11396 0.69
C -1.30962 -1.45559 0.35205 -0.58
C -2.71601 -1.28966 0.46682 -0.61
C -3.33637 -0.18292 -0.08068 -0.41
C -2.56131 0.81785 -0.63405 -0.49
C -1.21232 0.69501 -0.64533 -0.41
H 2.50347 2.12768 1.20960 0.30
H 0.79699 1.84374 1.09394 0.69
H 1.47739 2.40230 -0.25333 0.39
H 4.08223 0.73166 -0.12995 0.22
H 3.52025 -2.17959 -0.52583 0.69
H -0.84878 -2.29022 0.71093 0.55
H -3.23796 -2.09808 0.88454 0.39
H -4.29519 -0.17132 0.17663 0.47
H -3.39517 1.77274 -1.01560 0.11
H -0.73197 1.42561 -1.07627 0.64
```

---

Least stable of them? (P).

---

(P)
C2H5N2 | ωB97M-V/def2-TZVPD

Calculated values
net charge	+1
spin multiplicity	1
lowest unoccupied orbital energy	-4.42	eV

XYZ file:
```
9
Properties=species:S:1:pos:R:3:mulliken_charge:R:1
C 0.06680 1.09026 -0.03090 0.18
C -0.11868 -0.91870 0.05371 -0.20
N 0.94494 0.10688 -0.11432 -0.23
N -0.94354 0.24559 0.09817 -0.18
H 0.30809 2.21595 -0.13355 0.35
H -0.21815 -1.43689 -0.85644 0.29
H -0.05311 -1.56459 0.90389 0.30
H 1.88777 -0.08217 0.20287 0.28
H -1.87412 0.34366 -0.12343 0.22
```

---

(Q)
C2H5N2 | ωB97M-V/def2-TZVPD

Calculated values
net charge	+1
spin multiplicity	1
lowest unoccupied orbital energy (alpha / beta)	-5.88 / -5.78	eV

XYZ file:
```
9
Properties=species:S:1:pos:R:3:mulliken_charge:R:1
C -0.04656 0.36242 -0.42662 0.20
C 1.07425 -0.00898 0.42345 0.00
N 0.25981 -1.02819 0.99674 -0.48
N -1.11692 0.39281 -1.02403 -0.18
H 1.93892 -0.29794 -0.33407 0.27
H 1.38961 0.71986 1.24734 0.31
H -0.36272 -0.92506 1.75874 0.27
H -1.38143 1.10727 -1.74332 0.32
H -1.75495 -0.32220 -0.89823 0.30
```

---

(R)
C2H5N2 | ωB97M-V/def2-TZVPD

Calculated values
net charge	+1
SMILES string	C=[N+]=NC
spin multiplicity	1
lowest unoccupied orbital energy	-6.76	eV

XYZ file:
```
9
Properties=species:S:1:pos:R:3:mulliken_charge:R:1
C 2.05122 0.09268 -0.14712 -0.15
N 0.85459 -0.07077 0.19885 0.21
N -0.40698 -0.49773 0.32791 -0.14
C -1.64955 -0.00368 0.03173 -0.47
H 2.16065 -0.41881 -1.01386 0.31
H 2.82703 0.47323 0.59613 0.29
H -2.09873 0.56815 0.83411 0.31
H -2.14535 -0.95216 -0.05183 0.30
H -1.59288 0.80909 -0.77591 0.33
```

---

Least stable of them? (Q).

---

(P)
C4H8ClN | ωB97M-V/def2-TZVPD

Calculated values
net charge	0
spin multiplicity	1
lowest unoccupied orbital energy	0.88	eV

XYZ file:
```
14
Properties=species:S:1:pos:R:3:mulliken_charge:R:1
C 1.19689 1.18844 0.60902 -0.95
C -1.63920 0.69827 -0.71338 -0.31
C -0.59959 -1.34383 0.19608 -0.98
C 0.73340 0.35107 -0.68818 -0.70
N -0.64581 -0.11855 -0.51752 0.25
Cl -3.12129 0.00785 -0.42807 -0.14
H 0.25698 1.50703 1.00359 0.31
H 1.56368 0.48033 1.31908 0.30
H 0.41502 -1.52131 0.62617 0.36
H -1.26447 -1.44608 1.06370 0.36
H -0.84723 -2.23816 -0.44301 0.30
H 0.76075 0.98754 -1.55796 0.35
H 1.83255 1.99079 0.41964 0.37
H 1.35831 -0.54338 -0.88915 0.47
```

---

(Q)
C4H8ClN | ωB97M-V/def2-TZVPD

Calculated values
net charge	0
SMILES string	[H]/N=C\C(C)(C)Cl
spin multiplicity	1
lowest unoccupied orbital energy	0.79	eV

XYZ file:
```
14
Properties=species:S:1:pos:R:3:mulliken_charge:R:1
H -0.37599 -0.65076 -2.22014 0.26
N -0.24992 -1.58166 -1.86639 -0.64
C -0.19620 -1.65365 -0.59086 -0.14
C -0.32507 -0.40660 0.28672 0.62
C -1.45156 0.49710 -0.13716 -1.20
C 1.01503 0.22253 0.60583 -1.16
Cl -1.13294 -1.06940 1.93223 -0.25
H -0.14761 -2.54827 -0.15639 0.55
H -2.51529 0.00697 0.04308 0.31
H -1.36342 0.76460 -1.25137 0.28
H -1.44975 1.44183 0.42398 0.35
H 1.42809 0.74931 -0.28171 0.31
H 1.77860 -0.56038 0.90244 0.31
H 1.01259 1.02715 1.29883 0.39
```

---

(R)
C4H8ClN | ωB97M-V/def2-TZVPD

Calculated values
net charge	0
SMILES string	C[C@H]1NC[C@H]1Cl
spin multiplicity	1
lowest unoccupied orbital energy	1.01	eV

XYZ file:
```
14
Properties=species:S:1:pos:R:3:mulliken_charge:R:1
C -0.67968 -1.28103 1.33207 -1.27
C -0.11200 0.06023 1.19248 0.25
N 1.32120 0.40115 1.28254 -0.47
C 1.45915 0.44313 -0.14924 -0.54
C -0.08524 0.68892 -0.30919 -0.15
Cl -0.87229 -0.00131 -1.65761 -0.19
H -0.41525 -1.60109 2.41152 0.32
H -0.22485 -2.05012 0.71140 0.35
H -1.81378 -1.28791 1.28435 0.31
H -0.74753 0.66465 1.92633 0.20
H 1.77872 -0.36475 1.79859 0.26
H 1.64907 -0.54342 -0.63611 0.27
H 2.16901 1.22791 -0.49098 0.29
H -0.30827 1.70150 -0.20010 0.37
```

---

Least stable of them? (P).

---

(P)
C4H8ClN | ωB97M-V/def2-TZVPD

Calculated values
net charge	0
spin multiplicity	1
lowest unoccupied orbital energy (alpha / beta)	0.50 / 0.88	eV

XYZ file:
```
14
Properties=species:S:1:pos:R:3:mulliken_charge:R:1
C -0.76046 1.24411 -0.54979 -0.47
C -0.44347 1.66142 0.85281 -0.82
C -1.32920 -0.15183 -0.41266 0.26
C 0.78582 -1.61472 -0.16383 -0.62
N -0.63109 -1.30904 -0.01843 -0.24
Cl -2.95713 -0.18879 -0.15603 -0.21
H -1.47653 1.93843 -1.07155 0.29
H 0.08984 1.21658 -1.37862 0.26
H 0.46256 1.59525 1.37962 0.35
H -1.30500 1.92834 1.43337 0.29
H 0.98060 -0.73006 -0.85194 0.19
H 1.33417 -1.40181 0.76165 0.27
H 1.03262 -2.66689 -0.63843 0.24
H -1.18070 -1.90001 0.63482 0.20
```

---

(Q)
C4H8ClN | ωB97M-V/def2-TZVPD

Calculated values
net charge	0
spin multiplicity	1
lowest unoccupied orbital energy	0.62	eV

XYZ file:
```
14
Properties=species:S:1:pos:R:3:mulliken_charge:R:1
C 0.07535 2.61023 -0.45135 -0.67
C -0.16665 0.52199 -1.39628 0.21
C 0.16487 -1.78183 -0.46082 -0.91
C 0.33284 0.04222 0.95499 -0.93
N 0.11989 -0.31093 -0.42497 0.02
Cl -0.52840 -0.06836 -3.02221 -0.17
H 1.03031 2.85131 -0.88045 0.21
H -0.74075 3.34361 -0.94643 0.14
H -0.82788 -2.11273 -0.07014 0.29
H 0.59016 -1.94023 -1.48929 0.38
H 0.93445 -2.06375 0.25661 0.32
H 1.30975 -0.36899 1.28015 0.35
H 0.40422 1.11283 0.88182 0.41
H -0.54667 -0.15112 1.45988 0.35
```

---

Least stable of them? (Q).

---

(P)
C2H4O3P | ωB97M-V/def2-TZVPD

Calculated values
net charge	-1
spin multiplicity	1
lowest unoccupied orbital energy	4.31	eV

XYZ file:
```
10
Properties=species:S:1:pos:R:3:mulliken_charge:R:1
C -0.02828 0.05954 0.38954 0.67
C 1.32105 0.07104 0.52184 -1.14
O -0.66369 1.26912 0.74312 -0.54
O -0.84100 -0.89603 0.32859 -0.68
O -0.57128 0.77069 -2.37866 -0.47
P -0.12647 -0.54095 -1.96476 0.23
H 1.80019 -0.89189 0.57059 0.37
H 1.90301 0.94976 0.57978 0.26
H -1.63198 1.30418 0.36942 0.33
H 1.47742 -0.57698 -1.90042 -0.03
```

---

(Q)
C2H4O3P | ωB97M-V/def2-TZVPD

Calculated values
net charge	-1
spin multiplicity	1
lowest unoccupied orbital energy	4.02	eV

XYZ file:
```
10
Properties=species:S:1:pos:R:3:mulliken_charge:R:1
C 0.81476 -0.83427 1.06634 -0.80
C 1.09175 -1.13277 -0.22904 0.08
O -0.76146 2.55503 -0.26700 -0.50
O -3.01331 1.68786 -0.30854 -0.68
O 0.67270 -0.32664 -1.21783 -0.50
P -1.55430 1.38524 -0.60285 0.21
H 1.00673 -1.59980 1.79867 0.22
H 0.40129 0.10539 1.28514 0.28
H 1.55688 -1.99239 -0.58993 0.38
H -0.21504 0.15235 -0.93496 0.32
```

---

Least stable of them? (P).